(1)
Molecular formula: H9N3Si2
Method: DFT, ωB97M-V/def2-TZVPD

Last column: Mulliken charge in e.
Atoms and positions in Å:
N (-1.23679, 0.54522, 1.35833)  -0.5397
N (-0.96516, 0.80255, -1.51418)  -0.7406
N (-0.92946, -1.52694, -0.39738)  -0.5243
Si (2.14369, -0.03857, 0.17741)  0.2816
Si (-0.37641, -0.02675, 0.01637)  0.2613
H (-1.30497, -0.04190, 2.29147)  0.2773
H (-0.84728, 1.38724, 1.70823)  0.2267
H (-0.86258, 1.87854, -1.31774)  0.2361
H (-1.97257, 0.71617, -1.57027)  0.2675
H (-1.16031, -1.44279, -1.38576)  0.2960
H (-0.37894, -2.33169, -0.30791)  0.2398
H (2.61611, -1.31481, 0.89535)  -0.0790
H (2.74713, 0.35725, -1.11656)  -0.0872
H (2.52755, 1.03645, 1.16263)  -0.1155

Computed properties:
SMILES: N[Si](N)(N)[SiH3]
Frontier orbital gap: 9.60 eV
LUMO: 0.67 eV
HOMO level: -8.9 eV
Net charge: 0



(2)
Molecular formula: H9N3Si2
Method: DFT, ωB97M-V/def2-TZVPD

Last column: Mulliken charge in e.
Atoms and positions in Å:
N (2.90980, -0.10489, -0.30054)  -0.4637
N (0.43604, -1.17202, -0.30175)  -0.4278
N (-2.80030, 0.98049, -0.31864)  -0.3226
Si (1.33188, 0.14822, 0.33880)  0.3005
Si (-3.30858, -0.59388, 0.12607)  -0.0169
H (2.99856, -0.22224, -1.29611)  0.2387
H (3.65470, 0.48844, 0.03021)  0.2169
H (0.85404, -2.08523, -0.22186)  0.2346
H (-0.54363, -1.22590, -0.07339)  0.1303
H (-2.06788, 1.50956, 0.13174)  0.2300
H (-3.15314, 1.45938, -1.12868)  0.2396
H (1.52916, 0.18746, 1.79214)  -0.1226
H (0.60084, 1.33918, -0.12043)  -0.1490
H (-2.44149, -0.70855, 1.34244)  -0.0881

Computed properties:
Frontier orbital gap: 8.69 eV
LUMO: 0.16 eV
HOMO level: -8.5 eV
Net charge: 0



Most stable = (1)



(1)
Molecular formula: C5H9ClO2S
Method: DFT, ωB97M-V/def2-TZVPD

Last column: Mulliken charge in e.
Atoms and positions in Å:
C (-2.82319, 0.37995, 1.77068)  -0.6429
C (-2.49223, 0.24538, 0.49373)  0.2282
C (1.68406, 0.95200, -0.73827)  -1.2229
C (0.31723, -1.27506, -0.80400)  -1.2994
C (0.55252, 0.08656, -0.14582)  0.3110
O (-1.40956, 1.00698, -1.72878)  -0.6099
O (-1.02883, 2.37052, 0.21029)  -0.6210
S (-1.15657, 1.09578, -0.37170)  1.1068
Cl (-3.32624, -0.85932, -0.46074)  -0.1400
H (-3.63738, -0.02800, 2.32911)  0.3197
H (-2.19615, 1.03230, 2.44022)  0.2139
H (1.61708, 1.14872, -1.85836)  0.2993
H (1.82714, 1.99078, -0.24042)  0.3072
H (2.66666, 0.46421, -0.50774)  0.3839
H (-0.08343, -1.43462, -1.80808)  0.3356
H (-0.51632, -1.67116, -0.23556)  0.3695
H (1.12975, -2.00660, -0.83640)  0.3636
H (0.64246, -0.09560, 1.02994)  0.2973

Computed properties:
SMILES: C=C(Cl)S(=O)(=O)C(C)C
Frontier orbital gap: 10.37 eV
LUMO: 0.24 eV
HOMO level: -10.1 eV
Net charge: 0



(2)
Molecular formula: C5H9ClO2S
Method: DFT, ωB97M-V/def2-TZVPD

Last column: Mulliken charge in e.
Atoms and positions in Å:
C (-1.42894, -0.13556, -0.09129)  -1.0231
C (-0.43088, 0.41191, 0.83255)  -0.1286
C (-0.04636, 0.18065, -0.63587)  1.3535
C (0.00361, 1.54836, -1.34362)  -1.4212
C (0.88740, -0.85878, -1.03815)  -1.9416
O (1.72683, -0.57186, 1.97400)  -0.5410
O (-0.03061, -2.18434, 1.50856)  -0.5374
S (0.32531, -0.84357, 1.81493)  1.0673
Cl (-0.43149, -0.38475, 3.62947)  -0.2718
H (-1.57366, -1.11201, 0.25930)  0.3442
H (-2.31405, 0.32070, -0.42347)  0.3434
H (-0.40614, 1.37441, 1.35491)  0.4760
H (0.70796, 1.72116, -2.09974)  0.4060
H (0.23960, 2.39438, -0.69558)  0.3127
H (-0.99459, 1.47337, -1.74745)  0.3408
H (1.90997, -0.57186, -0.61974)  0.3555
H (1.08494, -0.90819, -2.06056)  0.5451
H (0.77112, -1.85402, -0.61825)  0.3200

Computed properties:
SMILES: CC1(C)C[C@H]1S(=O)(=O)Cl
Frontier orbital gap: 11.06 eV
LUMO: 0.65 eV
HOMO level: -10.4 eV
Net charge: 0



Most stable = (2)



(1)
Molecular formula: C2H2ClNS
Method: DFT, ωB97M-V/def2-TZVPD

Last column: Mulliken charge in e.
Atoms and positions in Å:
C (-0.54341, 1.06672, -0.09419)  0.4315
C (-0.83194, -0.10464, 0.56626)  -0.5006
N (-0.31123, 2.05856, -0.63839)  -0.3135
S (1.71500, -1.36122, -0.70164)  -0.1590
Cl (-2.12240, -1.07684, 0.09758)  -0.0653
H (-0.31070, -0.35920, 1.47685)  0.4537
H (2.40467, -0.22339, -0.70646)  0.1531

Computed properties:
Frontier orbital gap (spin up / spin down): 8.36 / 6.96 eV
LUMO (spin up / spin down): -1.83 / -2.51 eV
HOMO level (spin up / spin down): -10.2 / -9.5 eV
Net charge: 0



(2)
Molecular formula: C2H2ClNS
Method: DFT, ωB97M-V/def2-TZVPD

Last column: Mulliken charge in e.
Atoms and positions in Å:
C (-0.18244, 0.04827, -0.24885)  0.1593
C (-1.55646, -0.69984, -0.10595)  -0.2749
N (1.00483, -0.17784, 0.20569)  -0.2921
S (2.73827, 0.46573, 0.01635)  -0.2371
Cl (-2.89949, 0.38586, 0.08659)  -0.0258
H (-0.08569, 0.82966, -0.90272)  0.3959
H (0.98098, -0.85185, 0.94889)  0.2748

Computed properties:
Frontier orbital gap (spin up / spin down): 6.71 / 5.86 eV
LUMO (spin up / spin down): -2.16 / -2.62 eV
HOMO level (spin up / spin down): -8.9 / -8.5 eV
Net charge: 0



Most stable = (1)